Formula: H5N2O2PS
Source: the OMol25 dataset
Level of theory: the ωB97M-V functional and the def2-TZVPD basis

Cartesian coordinates (Å):
N (-0.81515, -0.36468, -1.82121)
N (-0.34226, -1.55783, -1.83253)
O (1.87921, 0.67393, 1.69174)
O (-0.46791, 0.30933, 2.20324)
P (0.56506, -0.04827, 1.08531)
S (0.07388, 1.31984, -0.35642)
H (-1.65096, -0.07638, -1.15375)
H (-0.59706, 0.17744, -2.71819)
H (-0.69210, -1.86453, -0.93718)
H (2.48367, 0.41813, 0.96097)
H (-0.43639, 1.01302, 2.87801)

Summary:
gap between HOMO and LUMO (alpha / beta): 8.0 / 7.1 eV
electronic energy: -1002.45540 a.u.
max |F|: 3.16 eV/A
energy above the lowest of the compared OMol25 structures with the same formula, charge and spin: 77.84 kcal/mol
HOMO energy (alpha / beta): -0.3029 / -0.2994 hartree